2 unconnected molecules or ions with the total composition CH6OSi2 at a distorted geometry. Source: OMol25; level of theory: ωB97M-V with the def2-TZVPD basis set.

Calculated values
lowest unoccupied orbital energy = -0.65 eV
molar mass = 90.23 g mol⁻¹
orbital gap = 0.2875 Ha

```
! RIJCOSX wB97M-V def2-TZVPD def2/J DEFGRID3
* xyz 0 1
C 2.03 0.73 -0.16
Si 1.65 -0.97 0.15
H 1.21 1.41 0.09
H 2.97 1.05 -0.67
H 0.27 -1.48 0.55
H 2.76 -1.94 -0.30
O -2.61 -1.32 0.10
Si -2.74 0.22 0.12
H -3.82 1.14 -0.50
H -1.72 1.16 0.62
*
```